{"formula": "C23H30N2O6S", "method": "ωB97M-V/def2-TZVPD", "homo_energy_ha": -0.3142, "de_lowest_kcal_mol": 10.36, "energy_ha": -1853.561272, "symbols": ["C", "O", "C", "C", "C", "C", "C", "C", "C", "C", "O", "N", "C", "C", "C", "C", "C", "O", "N", "S", "O", "O", "C", "C", "C", "C", "C", "C", "C", "C", "O", "C", "H", "H", "H", "H", "H", "H", "H", "H", "H", "H", "H", "H", "H", "H", "H", "H", "H", "H", "H", "H", "H", "H", "H", "H", "H", "H", "H", "H", "H", "H"], "coordinates": [[4.809, 1.790, -2.259], [3.460, 1.396, -2.302], [2.614, 1.842, -1.322], [3.032, 2.620, -0.251], [2.144, 2.983, 0.744], [0.830, 2.566, 0.691], [0.374, 1.811, -0.380], [-1.064, 1.338, -0.504], [-1.973, 1.822, 0.628], [-3.419, 1.450, 0.309], [-4.122, 2.151, -0.393], [-3.841, 0.324, 0.906], [-5.161, -0.203, 0.650], [-5.164, -1.726, 0.522], [-4.753, -2.465, 1.818], [-3.586, -3.357, 1.382], [-3.733, -3.380, -0.140], [-4.249, -2.113, -0.486], [-1.163, -0.111, -0.617], [-0.570, -1.148, 0.520], [-1.222, -0.868, 1.776], [-0.730, -2.461, -0.034], [1.188, -0.873, 0.713], [1.683, -0.229, 1.828], [3.048, -0.059, 1.960], [3.920, -0.532, 0.983], [5.398, -0.351, 1.152], [3.399, -1.189, -0.126], [2.033, -1.364, -0.262], [1.262, 1.465, -1.407], [0.726, 0.711, -2.417], [1.264, 0.780, -3.723], [5.304, 1.430, -1.352], [5.273, 1.328, -3.130], [4.916, 2.877, -2.328], [4.059, 2.938, -0.180], [2.488, 3.586, 1.570], [0.158, 2.839, 1.486], [-1.465, 1.734, -1.447], [-1.921, 2.910, 0.680], [-1.669, 1.374, 1.572], [-3.153, -0.283, 1.333], [-5.845, 0.084, 1.460], [-5.515, 0.252, -0.279], [-6.182, -2.035, 0.227], [-5.587, -3.057, 2.194], [-4.453, -1.765, 2.595], [-2.632, -2.900, 1.640], [-3.630, -4.355, 1.813], [-4.434, -4.169, -0.455], [-2.780, -3.501, -0.652], [-0.941, -0.456, -1.536], [0.993, 0.119, 2.581], [3.447, 0.442, 2.829], [5.758, -0.976, 1.968], [5.631, 0.682, 1.402], [5.934, -0.630, 0.248], [4.066, -1.568, -0.887], [1.612, -1.886, -1.106], [0.487, 0.379, -4.374], [1.482, 1.810, -4.012], [2.169, 0.177, -3.819]], "atomic_forces_ev_per_a": [[0.201, 0.053, -0.023], [-0.487, -0.076, 0.179], [-0.028, -0.064, -0.152], [0.037, 0.026, -0.072], [-0.042, 0.071, -0.004], [-0.011, 0.091, -0.142], [0.141, 0.228, -0.360], [0.042, 0.525, 0.261], [-0.151, 0.097, -0.406], [0.443, 0.123, 0.480], [-0.108, 0.250, -0.325], [-0.216, -0.428, 0.208], [-0.231, -0.172, -0.300], [-0.310, 0.318, 0.201], [0.030, -0.080, -0.187], [0.028, 0.034, -0.236], [0.096, -0.424, 0.100], [0.026, 0.297, 0.015], [0.186, -0.851, 0.451], [0.002, -0.212, -0.261], [0.327, 0.357, 0.026], [0.211, 0.111, -0.300], [-0.594, -0.233, 0.070], [-0.008, -0.011, 0.176], [-0.042, -0.144, -0.112], [-0.055, -0.036, 0.018], [-0.037, -0.041, 0.032], [-0.075, 0.001, 0.061], [0.028, -0.156, -0.110], [-0.037, 0.239, 0.074], [0.138, -0.002, 0.475], [0.083, -0.095, -0.550], [0.000, 0.020, 0.003], [0.031, 0.050, 0.078], [-0.006, -0.038, 0.032], [0.131, 0.004, -0.031], [0.041, 0.055, 0.096], [-0.132, 0.024, 0.106], [0.031, -0.171, 0.167], [-0.048, -0.068, 0.055], [0.036, 0.163, 0.041], [-0.018, 0.185, -0.003], [-0.033, -0.054, -0.151], [-0.025, -0.055, 0.162], [0.165, 0.092, 0.067], [0.004, 0.064, 0.047], [-0.038, 0.017, 0.109], [-0.051, -0.098, 0.050], [0.042, -0.039, 0.043], [0.074, 0.038, 0.007], [-0.117, -0.076, -0.006], [0.058, -0.129, -0.175], [-0.036, 0.086, 0.128], [0.027, 0.080, 0.104], [0.098, -0.017, 0.035], [0.079, 0.081, -0.002], [0.081, 0.003, -0.043], [0.066, -0.038, -0.081], [0.036, -0.085, -0.156], [0.054, 0.055, 0.005], [-0.008, -0.027, 0.031], [-0.129, 0.085, -0.005]], "mulliken_charge": [-0.948, -0.293, 0.926, -0.207, -1.442, -0.342, -0.161, 0.034, -0.755, -0.017, -0.712, 0.081, -1.229, 0.179, -0.908, 0.032, -0.540, -0.389, -0.047, 1.673, -0.835, -0.760, -0.447, -0.081, -0.927, 1.266, -1.761, -1.019, -0.483, 0.146, -0.308, -1.002, 0.273, 0.248, 0.387, 0.476, 0.387, 0.452, 0.677, 0.698, 0.403, 0.126, 0.254, 0.524, 0.422, 0.374, 0.323, -0.177, 0.460, 0.361, 0.253, 0.481, 0.540, 0.426, 0.427, 0.375, 0.375, 0.332, 0.492, 0.320, 0.330, 0.255]}